[1]
DFT (wB97M-V/def2-TZVPD) results for a 2-piece molecular cluster, C5H14N2 overall at a distorted geometry.

For the orbital gap, the calculation gives 8.29 eV. The net charge is 0. As for the relative energy (zero: lowest compared OMol25 entry of this formula, charge and spin): 5.265 eV. The value obtained for the lowest unoccupied orbital energy is -0.301 eV.

Structure (XYZ):
```
21
Properties=species:S:1:pos:R:3:nbo_charge:R:1
C -0.28495 -0.17405 1.29272 -0.265
N -1.24860 0.59776 0.50444 -0.368
C -2.47031 0.04645 0.59850 -0.231
C 0.39185 -1.24527 0.42179 -0.421
C 0.57526 -0.72201 -1.04091 -0.429
C 1.17584 0.68419 -1.25418 -0.226
N 2.16201 1.06919 -0.25228 -0.851
H -0.71368 -0.75044 2.18829 0.171
H 0.50220 0.44387 1.77463 0.212
H -2.63145 -1.05047 -1.30587 0.029
H -2.40735 -0.91470 1.13335 0.174
H -2.58848 -0.47881 -0.62226 0.027
H -3.34371 0.70940 0.80607 0.245
H -0.23435 -2.14270 0.41286 0.211
H 1.39122 -1.50381 0.77235 0.207
H -0.36202 -0.80539 -1.62927 0.214
H 1.15006 -1.38630 -1.71736 0.215
H 1.72320 0.73435 -2.21308 0.174
H 0.45670 1.46915 -1.52066 0.197
H 1.97526 1.98234 0.15063 0.362
H 2.28518 0.44691 0.52858 0.352
```

=====

[2]
DFT (wB97M-V/def2-TZVPD) results for a 2-piece molecular cluster, C2H7NS2 overall at a distorted geometry.

For the orbital gap, the calculation gives 9.13 eV. The net charge is 0. As for the relative energy (zero: lowest compared OMol25 entry of this formula, charge and spin): 3.155 eV. The value obtained for the lowest unoccupied orbital energy is 0.563 eV.

Structure (XYZ):
```
12
Properties=species:S:1:pos:R:3:nbo_charge:R:1
C -0.74630 0.93861 -2.06504 -0.665
C -0.74038 1.30883 -0.62198 -0.238
N 1.23918 1.88520 -0.50004 -0.850
S -1.02476 0.19255 0.59458 -0.017
S 1.88788 0.49653 0.28909 0.275
H 0.15003 0.46556 -2.25176 0.224
H -0.72385 1.82272 -2.70819 0.219
H -1.65308 0.47245 -2.43976 0.226
H -1.08621 2.32122 -0.42951 0.219
H 1.13972 2.67104 0.09691 0.355
H 0.27544 -0.58878 0.35829 0.140
H 1.77360 0.92848 1.56562 0.112
```

=====

[3]
DFT (wB97M-V/def2-TZVPD) results for a 2-piece molecular cluster, C3H8NO2Si overall at a distorted geometry.

For the orbital gap, the calculation gives 6.11 eV. The net charge is -1. As for the relative energy (zero: lowest compared OMol25 entry of this formula, charge and spin): 2.120 eV. The value obtained for the lowest unoccupied orbital energy is 3.963 eV.

Structure (XYZ):
```
15
Properties=species:S:1:pos:R:3:nbo_charge:R:1
C -3.80472 0.48663 -0.00647 0.972
C -0.25368 1.84163 0.09801 -0.613
C 0.29803 0.42542 0.20033 -0.872
N -0.32431 -2.49146 0.20814 -1.339
O -3.50810 1.61712 -0.09371 -0.605
O -4.57230 -0.41196 0.21840 -0.614
Si -1.04397 -0.89831 -0.31952 0.626
H 0.18125 2.33463 -0.81788 0.176
H -1.29670 1.95661 0.05062 0.229
H 0.21941 2.49077 0.87492 0.171
H 0.42812 0.39594 1.26933 0.211
H 1.25090 0.30277 -0.51022 0.189
H 0.74332 -2.42543 0.23044 0.358
H -0.80370 -3.05128 0.98243 0.375
H -0.90358 -1.22267 -1.79937 -0.266
```

=====

[4]
DFT (wB97M-V/def2-TZVPD) results for C28H42BrCaNO6Si as an isolated structure.

For the orbital gap (spin up / spin down), the calculation gives 5.05 / 3.77 eV. The net charge is -2. As for the relative energy (zero: lowest compared OMol25 entry of this formula, charge and spin): 0.239 eV. The value obtained for the lowest unoccupied orbital energy (spin up / spin down) is 4.352 / 4.347 eV.

Structure (XYZ):
```
80
Properties=species:S:1:pos:R:3:lowdin_charge:R:1
Ca 1.56161 0.29317 -0.03084 1.344
Br 2.19725 -2.76196 2.49813 0.634
C 1.71829 -1.02994 3.24804 -0.788
C 1.34486 -1.00317 4.55786 -0.197
C 0.92755 0.28142 5.06989 -0.138
C 0.98775 1.36099 4.22038 -0.077
C 1.43600 1.23555 2.90509 -0.219
N 1.78637 -0.04258 2.37543 -0.080
C 1.51570 2.42888 2.02172 -0.662
O 1.18871 3.54145 2.45159 -0.040
O 1.91195 2.21389 0.79802 -0.281
H 1.32930 -1.90606 5.14863 0.062
H 0.57239 0.37920 6.08775 0.066
H 0.69445 2.35452 4.53407 0.101
C 4.20672 -1.67767 -3.66327 -0.068
C 3.84563 -1.47520 -2.20696 -0.534
C 3.29387 -2.75275 -1.60495 -0.064
C 3.36022 -0.16915 -1.70479 -0.149
C 4.83016 -0.65843 -1.30242 -0.358
C 5.97942 -0.01955 -1.92394 -0.052
C 7.18015 0.12503 -1.28183 -0.138
C 7.36911 -0.35920 0.02667 -0.137
C 6.27872 -0.97107 0.68285 -0.118
C 5.07067 -1.11304 0.06483 -0.038
H 3.28229 -1.86330 -4.22247 0.075
H 4.86470 -2.54082 -3.81746 0.073
H 4.68408 -0.80486 -4.10229 0.055
H 2.47014 -3.11918 -2.22783 0.077
H 2.89782 -2.61504 -0.60122 0.030
H 4.05598 -3.53899 -1.55173 0.080
H 3.49218 0.59508 -2.48365 0.045
H 5.86017 0.39678 -2.91636 0.088
H 7.99339 0.63189 -1.79155 0.080
H 8.31919 -0.23414 0.53131 0.069
H 6.38468 -1.30932 1.70745 0.090
H 4.25203 -1.54758 0.62287 0.055
C -2.72456 -2.00423 -2.58652 -0.035
C -3.52051 -0.70172 -2.61652 -0.669
C -3.60249 -0.16706 -4.04188 -0.042
C -4.91825 -0.91147 -2.04381 -0.033
O -2.85481 0.28979 -1.86742 -0.115
Si -2.09257 0.20242 -0.38627 0.002
O -0.58254 -0.21155 -0.51941 -0.420
O -3.02488 -0.86116 0.48657 -0.123
C -3.02986 -1.06707 1.89719 -0.647
C -4.01457 -0.08559 2.52140 -0.031
C -1.63889 -0.88017 2.48414 -0.036
C -3.50357 -2.49964 2.09968 -0.040
O -2.36560 1.65753 0.34874 -0.106
C -2.29285 2.99394 -0.12699 -0.649
C -1.09981 3.16803 -1.05705 -0.024
C -3.59396 3.30735 -0.85601 -0.039
C -2.13392 3.87137 1.10835 -0.022
H -3.18814 -2.75214 -3.23715 0.079
H -2.67724 -2.40289 -1.57253 0.078
H -1.70440 -1.82016 -2.92451 0.090
H -4.13047 -0.86526 -4.69721 0.075
H -2.59734 -0.00563 -4.43259 0.085
H -4.12972 0.78873 -4.04662 0.078
H -5.47204 -1.64030 -2.64339 0.077
H -5.46251 0.03551 -2.05068 0.084
H -4.85326 -1.26350 -1.01454 0.070
H -3.70444 0.93899 2.31835 0.073
H -4.05780 -0.23550 3.60360 0.080
H -5.01283 -0.23745 2.10241 0.081
H -1.28784 0.14893 2.38538 0.084
H -0.91952 -1.52551 1.97990 0.079
H -1.63613 -1.11936 3.55046 0.091
H -4.46995 -2.64490 1.61131 0.075
H -3.60818 -2.72779 3.16344 0.078
H -2.78618 -3.19550 1.66259 0.085
H -1.17356 2.49451 -1.91586 0.082
H -0.16604 2.98025 -0.52766 0.073
H -1.06756 4.19617 -1.42949 0.085
H -3.70775 2.67140 -1.73564 0.069
H -3.60746 4.35560 -1.16615 0.076
H -4.44008 3.12666 -0.18887 0.083
H -1.20505 3.63692 1.62925 0.074
H -2.97776 3.70852 1.78427 0.079
H -2.10667 4.92810 0.82863 0.082
```